(1)
The following is a DFT calculation (ωB97M-V with the def2-TZVPD basis set) of C57H61HgN4O4S2 as an isolated structure.

```
! RIJCOSX wB97M-V def2-TZVPD def2/J DEFGRID3
* xyz -2 2
Hg -0.972 -1.095 -1.371
C 3.661 -2.465 4.161
C 4.348 -2.457 2.789
C 5.359 -3.613 2.771
C 5.121 -1.136 2.630
C 3.327 -2.565 1.652
C 2.098 -1.947 1.750
C 1.181 -1.923 0.681
N -0.011 -1.253 0.710
C -0.360 -0.332 1.654
C 0.570 0.527 2.277
C 0.195 1.486 3.187
C -1.167 1.540 3.554
C -2.142 0.743 2.992
C -1.789 -0.213 1.959
O -2.629 -0.965 1.400
C -3.604 0.866 3.420
C -3.817 1.948 4.480
C -4.481 1.236 2.211
C -4.087 -0.474 3.996
C 1.248 2.456 3.740
C 2.316 1.661 4.505
C 0.643 3.496 4.685
C 1.902 3.216 2.572
C 1.454 -2.728 -0.500
O 0.533 -2.898 -1.381
C 2.758 -3.301 -0.625
C 3.649 -3.189 0.435
C 3.143 -4.062 -1.902
C 4.619 -4.464 -1.906
C 2.289 -5.338 -1.998
C 2.906 -3.192 -3.151
H 4.416 -2.435 4.954
H 3.063 -3.373 4.285
H 3.004 -1.603 4.296
H 5.975 -3.577 3.675
H 6.032 -3.554 1.912
H 4.844 -4.578 2.740
H 5.896 -1.033 3.401
H 4.437 -0.284 2.705
H 5.597 -1.097 1.646
H 1.800 -1.476 2.678
H 1.596 0.491 1.930
H -1.462 2.259 4.310
H -3.548 2.938 4.096
H -3.240 1.753 5.390
H -4.877 1.969 4.752
H -4.130 2.172 1.765
H -5.526 1.371 2.523
H -4.430 0.450 1.459
H -3.510 -0.738 4.888
H -3.964 -1.262 3.251
H -5.146 -0.410 4.276
H 1.848 1.073 5.300
H 3.063 2.328 4.956
H 2.834 0.966 3.838
H 0.193 3.032 5.570
H -0.120 4.088 4.173
H 1.428 4.180 5.022
H 2.397 2.534 1.875
H 2.645 3.934 2.942
H 1.138 3.765 2.015
H 4.634 -3.627 0.324
H 4.862 -5.161 -1.097
H 5.263 -3.583 -1.818
H 4.851 -4.956 -2.856
H 2.453 -5.974 -1.121
H 2.543 -5.910 -2.900
H 1.233 -5.065 -2.039
H 3.508 -2.278 -3.095
H 1.859 -2.910 -3.232
H 3.194 -3.741 -4.056
C -3.727 -4.894 -2.019
C -2.736 -4.023 -1.549
N -2.923 -2.731 -1.447
C -4.109 -2.197 -1.794
C -5.177 -2.997 -2.242
C -4.948 -4.376 -2.361
C -6.444 -2.400 -2.555
C -6.625 -1.073 -2.432
C -5.553 -0.215 -2.018
C -5.711 1.179 -1.914
C -4.653 1.950 -1.533
C -3.423 1.325 -1.265
N -3.252 0.029 -1.360
C -4.292 -0.752 -1.715
H -3.519 -5.953 -2.111
H -1.749 -4.379 -1.264
H -5.741 -5.016 -2.733
H -7.255 -3.043 -2.885
H -7.591 -0.627 -2.650
H -6.676 1.619 -2.140
H -4.732 3.024 -1.436
H -2.554 1.910 -0.983
C 2.597 0.615 -0.926
C 2.515 0.368 -2.403
C 3.623 0.683 -3.229
C 3.511 0.536 -4.575
C 2.295 0.084 -5.132
C 2.126 -0.024 -6.530
C 0.926 -0.446 -7.026
C -0.123 -0.784 -6.154
C -0.009 -0.715 -4.775
S -1.404 -1.199 -3.844
C 1.245 -0.250 -4.231
N 1.400 -0.110 -2.890
H 3.491 1.192 -0.679
H 2.631 -0.332 -0.382
H 1.709 1.168 -0.604
H 4.538 1.047 -2.778
H 4.336 0.778 -5.239
H 2.953 0.234 -7.185
H 0.774 -0.523 -8.097
H -1.074 -1.113 -6.559
O -2.657 8.765 0.236
C -1.494 8.074 0.443
O -0.699 8.563 1.205
C -1.325 6.807 -0.279
C -2.239 6.296 -1.214
C -2.024 5.098 -1.861
C -0.858 4.313 -1.626
S -0.579 2.837 -2.452
C 0.057 4.848 -0.674
C -0.172 6.044 -0.035
H -3.213 8.254 -0.357
H -3.142 6.845 -1.478
H -2.741 4.729 -2.586
H 0.960 4.281 -0.474
H 0.544 6.435 0.679
*
```

Properties
ΔE to the lowest compared entry with this formula, charge and spin: 0.296 eV
gap between HOMO and LUMO (spin up / spin down): 5.32 / 5.34 eV
lowest unoccupied orbital energy (spin up / spin down): 3.86 / 3.72 eV
E_HOMO (spin up / spin down): -0.0538 / -0.0593 Eh

=====

(2)
The following is a DFT calculation (ωB97M-V with the def2-TZVPD basis set) of C9H10MnO5 as an isolated structure.

```
! RIJCOSX wB97M-V def2-TZVPD def2/J DEFGRID3
* xyz 2 6
Mn -0.770 0.453 -0.693
O -2.482 -1.891 0.223
C -1.808 -1.016 -0.103
C 0.601 1.727 -0.985
O 1.399 2.528 -1.198
C -1.358 1.446 0.792
O -1.761 2.081 1.664
C -0.028 -0.632 -2.040
O 0.383 -1.271 -2.905
C -2.571 0.769 -1.771
H -2.773 -0.084 -2.487
H -3.438 0.957 -1.069
C -1.709 1.750 -2.087
H -1.828 2.791 -1.659
H -1.162 1.750 -3.077
C 2.117 -0.089 2.506
C 1.529 -0.899 1.378
C 1.986 -2.326 1.191
O 0.703 -0.413 0.633
H 2.829 -0.637 3.081
H 1.306 0.246 3.158
H 2.597 0.800 2.088
H 1.117 -2.985 1.259
H 2.408 -2.431 0.188
H 2.713 -2.624 1.913
*
```

Properties
gap between HOMO and LUMO (spin up / spin down): 5.09 / 2.68 eV
lowest unoccupied orbital energy (spin up / spin down): -9.34 / -13.62 eV
E_HOMO (spin up / spin down): -0.5301 / -0.5990 Eh

=====

(3)
The following is a DFT calculation (ωB97M-V with the def2-TZVPD basis set) of C48H62IN2O8Y as an isolated structure.

```
! RIJCOSX wB97M-V def2-TZVPD def2/J DEFGRID3
* xyz -2 1
Y -0.446 -0.391 -0.309
C 1.208 -0.023 2.967
O 0.679 -0.889 1.941
C 0.756 -2.236 2.251
C 1.841 -2.977 1.773
C 2.847 -2.438 0.768
C 3.386 -1.051 1.001
C 4.404 -0.851 1.923
C 4.876 0.418 2.243
C 4.284 1.485 1.570
C 3.274 1.336 0.633
C 2.658 2.577 0.014
C 1.735 3.304 0.970
C 2.184 4.334 1.795
C 1.354 4.929 2.739
C 0.039 4.469 2.841
C -0.451 3.447 2.042
C -1.825 2.842 2.237
C -1.774 1.654 3.179
C -1.604 1.899 4.537
C -1.460 0.894 5.485
C -1.504 -0.414 5.000
C -1.652 -0.712 3.659
C -1.628 -2.151 3.215
C -0.292 -2.828 2.953
C -0.157 -4.173 3.297
C 0.943 -4.931 2.923
C 1.916 -4.315 2.141
C 1.097 -6.406 3.293
C -0.058 -6.912 4.157
C 2.401 -6.603 4.078
C 1.142 -7.252 2.013
C -1.802 0.321 2.685
O -1.926 0.035 1.426
C -1.240 1.160 6.972
C -1.195 2.654 7.291
C 0.096 0.545 7.415
C -2.375 0.529 7.792
C 0.416 2.891 1.102
O -0.014 1.831 0.376
C -0.297 3.089 -1.808
C 1.837 6.026 3.690
C 1.709 5.534 5.139
C 0.982 7.287 3.508
C 3.299 6.404 3.447
C 2.795 0.039 0.319
O 1.824 -0.167 -0.537
C 5.941 0.684 3.305
C 7.122 1.448 2.692
C 5.331 1.529 4.434
C 6.480 -0.608 3.918
H 0.910 -0.397 3.945
H 0.763 0.956 2.812
H 2.291 0.033 2.889
H 2.372 -2.453 -0.217
H 3.676 -3.150 0.733
H 4.802 -1.728 2.425
H 4.604 2.500 1.797
H 2.117 2.294 -0.887
H 3.459 3.261 -0.281
H 3.214 4.653 1.689
H -0.629 4.904 3.580
H -2.223 2.532 1.274
H -2.486 3.610 2.652
H -1.567 2.940 4.844
H -1.387 -1.250 5.688
H -2.192 -2.233 2.283
H -2.147 -2.759 3.962
H -0.972 -4.625 3.847
H 2.762 -4.888 1.777
H -0.136 -6.350 5.090
H 0.109 -7.963 4.408
H -1.012 -6.839 3.633
H 2.387 -6.015 4.998
H 3.268 -6.289 3.495
H 2.531 -7.657 4.341
H 0.225 -7.119 1.436
H 1.248 -8.313 2.261
H 1.978 -6.966 1.376
H -0.384 3.151 6.755
H -1.030 2.796 8.363
H -2.131 3.149 7.024
H 0.921 0.987 6.854
H 0.114 -0.531 7.239
H 0.268 0.719 8.483
H -3.336 0.965 7.510
H -2.219 0.694 8.864
H -2.435 -0.546 7.617
H 0.379 3.854 -1.435
H -2.345 2.774 -1.688
H -0.268 2.935 -2.882
H 0.675 5.290 5.385
H 2.056 6.302 5.837
H 2.307 4.632 5.290
H -0.071 7.083 3.704
H 1.063 7.662 2.486
H 1.310 8.074 4.194
H 3.963 5.551 3.602
H 3.593 7.191 4.147
H 3.454 6.778 2.433
H 6.801 2.399 2.264
H 7.582 0.863 1.892
H 7.882 1.656 3.452
H 4.945 2.476 4.054
H 6.079 1.747 5.204
H 4.498 0.998 4.900
H 6.936 -1.248 3.160
H 5.689 -1.177 4.412
H 7.241 -0.371 4.666
O 2.526 0.840 -3.097
H 2.284 0.488 -2.217
H 1.691 0.799 -3.581
O -3.433 -3.198 -0.408
N -2.528 -2.381 -0.454
O -2.657 -1.266 -1.006
O -1.394 -2.634 0.066
I -0.904 -0.230 -4.194
C -0.061 -1.469 -2.575
H 0.971 -1.575 -2.925
H -0.566 -2.421 -2.771
N -1.579 3.052 -1.086
C -0.668 1.925 -0.971
*
```

Properties
ΔE to the lowest compared entry with this formula, charge and spin: 2.198 eV
gap between HOMO and LUMO: 6.02 eV
lowest unoccupied orbital energy: 3.77 eV
E_HOMO: -0.0826 Eh

=====

(4)
The following is a DFT calculation (ωB97M-V with the def2-TZVPD basis set) of a 2-piece molecular cluster, C3H8ClNO overall.

```
! RIJCOSX wB97M-V def2-TZVPD def2/J DEFGRID3
* xyz 0 1
C 1.745 -0.359 -0.313
C -1.743 0.202 1.306
C 0.594 0.259 0.344
N -0.464 -0.407 0.939
O -0.544 0.857 -1.871
Cl 0.998 1.965 0.618
H 2.445 0.331 -0.832
H 1.494 -1.142 -0.971
H 2.459 -0.755 0.471
H -2.531 -0.444 1.518
H -1.614 0.796 2.153
H -2.126 0.841 0.525
H -0.616 -1.237 0.372
H -0.225 0.206 -2.474
*
```

Properties
ΔE to the lowest compared entry with this formula, charge and spin: 4.130 eV
gap between HOMO and LUMO: 7.33 eV
lowest unoccupied orbital energy: -0.38 eV
E_HOMO: -0.2835 Eh

=====

(5)
The following is a DFT calculation (ωB97M-V with the def2-TZVPD basis set) of one molecule with the formula C21H22FNO3.

```
! RIJCOSX wB97M-V def2-TZVPD def2/J DEFGRID3
* xyz 0 1
F 4.016 -1.822 2.717
O 0.076 -4.703 -2.005
O 1.122 -3.584 -0.252
O -2.499 -0.666 0.768
C 2.074 -0.569 3.226
C 2.662 -1.016 0.916
C -2.737 -2.396 -1.000
C -2.100 -3.304 -1.803
C -0.705 -2.119 0.254
C 1.070 0.316 2.875
C 1.648 -0.130 0.459
C 2.972 -1.143 2.301
C -1.970 -1.696 -0.010
C -0.736 -3.735 -1.508
C -0.117 -3.111 -0.536
C 0.804 0.533 1.428
N -1.053 3.547 -0.583
C 1.115 -4.806 -1.053
C 1.127 3.014 -1.269
C 0.058 2.349 -2.164
C 0.361 3.685 -0.142
C -2.580 0.611 0.076
C -1.181 2.304 -1.215
C 0.300 3.015 1.141
C -1.101 1.196 -0.155
C -0.265 1.567 1.093
H 2.062 -0.780 4.265
H 3.117 -1.691 0.303
H -3.760 -2.157 -1.131
H -2.665 -3.760 -2.587
H -0.080 -1.786 1.030
H 0.419 0.862 3.570
H 1.376 -0.180 -0.584
H -1.419 4.241 -1.211
H 2.088 -4.969 -1.490
H 0.850 -5.577 -0.264
H 1.673 3.873 -1.870
H 1.887 2.368 -0.905
H 0.450 1.377 -2.559
H -0.033 3.172 -2.877
H 0.724 4.733 0.047
H -3.244 0.595 -0.823
H -3.076 1.401 0.664
H -2.176 2.301 -1.687
H 1.344 3.031 1.519
H -0.311 3.541 1.879
H -0.612 0.455 -0.755
H -0.973 1.612 1.908
*
```

Properties
ΔE to the lowest compared entry with this formula, charge and spin: 4.513 eV
gap between HOMO and LUMO: 8.87 eV
lowest unoccupied orbital energy: 0.74 eV
E_HOMO: -0.2989 Eh

=====

(6)
The following is a DFT calculation (ωB97M-V with the def2-TZVPD basis set) of C35H42BN8O6S5Sn as an isolated structure.

```
! RIJCOSX wB97M-V def2-TZVPD def2/J DEFGRID3
* xyz 1 1
Sn 0.403 0.012 0.307
C -1.143 -1.977 6.367
C -1.461 -1.265 5.055
C -0.747 0.078 5.014
C -2.962 -1.008 4.906
N -1.057 -2.202 3.937
C -1.796 -3.353 3.724
C -1.337 -3.943 2.606
N -0.292 -3.181 2.138
B 0.248 -3.138 0.706
N -0.859 -3.543 -0.263
C -0.935 -4.642 -1.078
C -1.882 -4.391 -2.001
N -2.384 -3.120 -1.766
C -1.723 -2.600 -0.698
S -1.952 -1.108 0.154
C -3.417 -2.570 -2.713
C -2.795 -2.588 -4.110
C -3.848 -1.149 -2.384
C -4.639 -3.483 -2.636
N 1.598 -3.873 0.498
C 2.288 -4.587 1.418
C 3.604 -4.581 1.051
N 3.728 -3.852 -0.093
C 2.474 -3.403 -0.447
S 1.929 -2.575 -1.796
C 5.109 -3.466 -0.590
C 5.778 -4.744 -1.085
C 5.856 -2.863 0.602
C 5.077 -2.439 -1.709
C -0.131 -2.118 2.952
S 1.150 -1.003 2.707
H -1.426 -1.337 7.202
H -1.688 -2.917 6.463
H -0.075 -2.184 6.440
H -1.197 0.697 5.790
H 0.315 -0.015 5.224
H -0.874 0.586 4.064
H -3.268 -0.291 5.666
H -3.179 -0.581 3.926
H -3.563 -1.907 5.042
H -2.577 -3.666 4.391
H -1.670 -4.834 2.106
H 0.500 -2.011 0.445
H -0.321 -5.512 -0.931
H -2.253 -5.017 -2.791
H -1.840 -2.059 -4.104
H -2.622 -3.600 -4.475
H -3.466 -2.092 -4.811
H -3.010 -0.461 -2.384
H -4.552 -0.839 -3.157
H -4.343 -1.082 -1.418
H -4.407 -4.508 -2.923
H -5.046 -3.490 -1.624
H -5.408 -3.113 -3.313
H 1.812 -5.057 2.261
H 4.443 -5.062 1.519
H 5.835 -5.502 -0.302
H 5.235 -5.160 -1.934
H 6.794 -4.512 -1.404
H 6.089 -3.605 1.367
H 6.794 -2.439 0.246
H 5.272 -2.061 1.056
H 4.633 -2.832 -2.617
H 4.547 -1.534 -1.423
H 6.107 -2.162 -1.915
O 0.186 0.135 -4.435
C 0.180 0.229 -3.106
O 0.983 -0.312 -2.388
C -0.918 1.095 -2.582
C -1.795 1.798 -3.383
C -2.729 2.628 -2.765
C -2.753 2.717 -1.386
C -1.849 1.951 -0.661
N -0.965 1.166 -1.253
C -1.856 1.910 0.856
O -2.608 2.624 1.469
O -1.026 1.044 1.371
H 0.957 -0.389 -4.697
H -1.740 1.706 -4.457
H -3.423 3.201 -3.364
H -3.443 3.351 -0.849
O 6.571 2.886 -0.465
S 5.984 1.682 0.025
O 6.564 0.417 -0.313
N 4.351 1.666 -0.395
C 3.626 1.726 0.658
S 1.898 1.994 0.642
C 4.338 1.713 1.969
C 3.817 1.647 3.249
C 4.711 1.638 4.315
C 6.084 1.710 4.101
C 6.606 1.758 2.812
C 5.705 1.746 1.770
H 2.747 1.600 3.407
H 4.332 1.585 5.326
H 6.757 1.734 4.948
H 7.672 1.806 2.633
*
```

Properties
ΔE to the lowest compared entry with this formula, charge and spin: 0.987 eV
gap between HOMO and LUMO: 4.89 eV
lowest unoccupied orbital energy: -4.74 eV
E_HOMO: -0.3538 Eh

=====

| no. | energy (Eh) | molecular weight (g mol⁻¹) |
| --- | --- | --- |
| 1 | -3678.604145 | 1130.863 |
| 2 | -1875.235992 | 253.112 |
| 3 | -2913.845040 | 1010.840 |
| 4 | -709.160100 | 109.556 |
| 5 | -1193.627610 | 355.409 |
| 6 | -4478.486111 | 960.629 |